Here is C18H65KN20O15 as an isolated structure in a non-equilibrium geometry from OMol25. Energies are from ωB97M-V/def2-TZVPD.

XYZ file:
```
119
Properties=species:S:1:pos:R:3
K 0.646 -0.494 1.380
O -0.744 1.242 -2.557
H -0.419 1.831 -1.875
C 3.135 2.100 -1.797
O 3.927 2.558 -0.942
N 1.955 1.485 -1.460
N 3.291 2.120 -3.175
H 1.634 1.463 -0.535
H 1.417 0.968 -2.174
H 2.433 2.119 -3.725
H 4.119 2.519 -3.601
C -4.703 -3.422 1.034
O -4.598 -4.084 2.049
N -5.192 -3.961 -0.114
N -4.599 -2.033 0.885
H -5.326 -4.982 -0.192
H -5.285 -3.328 -0.932
H -4.092 -1.479 1.570
H -4.708 -1.613 -0.026
C -3.535 -1.105 -2.229
O -4.729 -1.416 -1.877
N -3.371 -0.444 -3.436
N -2.391 -1.334 -1.520
H -2.433 -0.290 -3.711
H -4.146 -0.321 -4.095
H -2.386 -1.930 -0.678
H -1.462 -1.326 -2.047
C 0.827 3.489 1.168
O 0.671 2.267 1.178
N -0.218 4.320 1.119
N 2.133 4.060 1.293
H -0.012 5.275 0.982
H -1.116 3.898 0.875
H 2.923 3.392 1.083
H 2.264 4.962 0.874
C 0.721 5.754 -1.648
O 0.266 6.401 -0.707
N -0.136 4.947 -2.304
N 2.002 5.870 -1.960
H 0.156 4.287 -2.941
H -1.121 5.088 -2.141
H 2.530 6.417 -1.276
H 2.450 5.130 -2.453
C -1.921 0.241 3.377
O -1.147 -0.691 3.480
N -3.301 0.041 3.325
N -1.523 1.510 3.392
H -3.920 0.785 3.518
H -3.687 -0.833 3.681
H -2.179 2.187 2.977
H -0.599 1.578 3.086
C -1.311 -4.942 4.067
O -0.270 -4.875 4.743
N -1.575 -4.100 3.084
N -2.228 -5.951 4.182
H -2.454 -4.068 2.548
H -1.042 -3.282 2.995
H -3.159 -5.804 3.812
H -2.032 -6.656 4.818
C 0.647 -3.583 -0.315
O -0.098 -2.727 0.112
N 0.725 -4.795 0.425
N 1.321 -3.501 -1.461
H 0.136 -4.844 1.216
H 0.812 -5.643 -0.114
H 1.486 -2.586 -1.892
H 2.016 -4.179 -1.750
C -3.539 1.884 0.625
O -3.530 2.619 1.598
N -4.654 1.506 -0.022
N -2.375 1.352 0.112
H -4.634 0.948 -0.853
H -5.506 1.982 0.099
H -1.482 1.641 0.460
H -2.386 0.957 -0.827
C 2.126 -3.142 3.268
O 2.411 -2.512 2.275
N 2.054 -4.509 3.275
N 2.045 -2.542 4.500
H 1.520 -4.966 4.019
H 1.870 -4.869 2.345
H 1.638 -3.066 5.224
H 1.888 -1.574 4.466
C 1.313 -1.508 -4.998
C 0.165 -1.903 -4.116
O 0.202 -1.292 -2.874
H 2.199 -1.474 -4.393
H 1.208 -0.469 -5.308
H 1.469 -2.110 -5.872
H 0.268 -2.962 -3.882
H -0.802 -1.746 -4.710
H 0.052 -0.330 -2.842
C 1.815 3.023 5.196
C 2.351 1.657 5.370
O 1.930 0.739 4.328
H 2.428 3.539 4.437
H 1.977 3.675 6.095
H 0.779 3.093 4.829
H 2.068 1.159 6.335
H 3.436 1.756 5.434
H 2.317 0.980 3.421
C 4.078 -1.359 -0.105
C 4.278 -0.078 0.796
O 3.243 0.036 1.809
H 3.914 -2.363 0.382
H 4.906 -1.554 -0.733
H 3.261 -1.026 -0.842
H 4.148 0.902 0.346
H 5.357 -0.086 1.029
H 3.075 -0.831 2.248
C 0.997 2.651 -6.700
C -0.092 2.175 -5.680
O 0.463 2.310 -4.380
H 1.686 1.841 -6.819
H 1.559 3.457 -6.233
H 0.612 2.969 -7.635
H -0.405 1.190 -5.815
H -0.974 2.784 -5.753
H -0.198 1.761 -3.597
```

Computed properties:
HOMO-LUMO gap in eV: 8.96
Highest occupied orbital energy in eV: -8.93
Largest force on an atom in Eh/bohr: 0.0621
Charge: 0